Entry 1:
The following is a quantum chemistry calculation of a molecular structure, C32H33GdI2N7O in a non-equilibrium geometry, from the Open Molecules 2025 dataset.

Values from the calculation:
- net charge = +1
- gap between HOMO and LUMO (alpha / beta) (eV) = 6.28 / 6.02
- energy relative to the best compared isomer or geometry (same formula, charge and spin) (kcal/mol) = 3.50
- multiplicity = 8

Geometry (Å):
Gd -0.28993 0.04731 0.31384
I -5.22653 4.22305 -4.13447
C -3.91965 3.52063 -2.64300
C -4.30558 3.50262 -1.31361
C -3.42741 2.98445 -0.38359
I -3.89040 3.06527 1.66608
C -2.17361 2.43501 -0.71756
O -1.41024 1.85495 0.19005
C -1.77556 2.57469 -2.06354
C -0.38199 2.17657 -2.46504
N -0.16103 0.71648 -2.31918
C -1.02392 -0.05701 -3.21758
C -1.36630 -1.42638 -2.69108
C -1.65713 -2.45251 -3.58142
C -2.06954 -3.67948 -3.09342
C -2.18906 -3.84341 -1.72126
C -1.88091 -2.77562 -0.90414
N -1.46635 -1.58651 -1.36569
C -2.65616 3.08866 -3.00467
H -5.26165 3.89608 -0.99887
H 0.34332 2.67581 -1.81809
H -0.20219 2.50320 -3.49417
H 0.80596 0.53561 -2.56531
H -0.60240 -0.14391 -4.22244
H -1.97088 0.47997 -3.30882
H -1.56841 -2.27492 -4.64465
H -2.29628 -4.49045 -3.77264
H -2.51017 -4.78156 -1.29189
H -1.97158 -2.85468 0.17372
H -2.33999 3.17014 -4.03792
C 0.12495 1.99660 5.78877
C -0.78407 1.90555 4.73745
C -0.35746 1.50427 3.48972
C 0.99297 1.18086 3.27726
C 1.90774 1.28765 4.33402
C 1.46652 1.69408 5.57892
N 1.34935 0.78193 2.00157
N 2.59877 0.40247 1.82474
C 2.96569 -0.16052 0.64804
C 4.36501 -0.31652 0.46887
C 4.84229 -0.88946 -0.68078
C 3.93591 -1.30423 -1.66160
C 2.56477 -1.13647 -1.47719
C 1.99747 -0.57926 -0.33292
H -0.20985 2.31989 6.76544
H -1.82461 2.16242 4.89174
H -1.05079 1.44399 2.65951
H 2.95224 1.07915 4.14711
H 2.17279 1.79241 6.39237
H 5.03050 0.02536 1.25038
H 5.90534 -1.02041 -0.83044
H 4.30582 -1.75171 -2.57563
H 1.91169 -1.48220 -2.27705
C -5.00262 -1.62931 3.71607
C -4.55271 -0.35200 3.04202
N -3.33825 -0.63230 2.29005
C -2.33797 -1.43180 2.76439
N -1.18336 -1.41543 2.12217
C -0.11089 -2.27731 2.64110
C -0.66007 -3.55275 3.25074
C -1.62712 -3.15730 4.34424
N -2.62435 -2.23756 3.81192
C -3.86257 -2.12901 4.58064
H -5.25448 -2.37711 2.96183
H -5.88449 -1.44747 4.32845
H -4.38333 0.42685 3.79360
H -5.30525 0.01542 2.34782
H -3.04431 0.09290 1.65540
H 0.45836 -1.73204 3.40357
H 0.57809 -2.51034 1.82297
H 0.14599 -4.16081 3.65924
H -1.18258 -4.13514 2.48788
H -1.09131 -2.69578 5.18044
H -2.14997 -4.03431 4.72615
H -3.71352 -1.46154 5.43640
H -4.09559 -3.12000 4.96947

---

Entry 2:
The following is a quantum chemistry calculation of a molecular structure, C44H46BF9N10O4SSeSiTi in a non-equilibrium geometry, from the Open Molecules 2025 dataset.

Values from the calculation:
- net charge = -1
- gap between HOMO and LUMO (alpha / beta) (eV) = 6.96 / 6.50
- energy relative to the best compared isomer or geometry (same formula, charge and spin) (kcal/mol) = 76.33
- multiplicity = 2

Geometry (Å):
Ti -0.15144 0.41278 -0.12168
C 0.78438 2.67647 2.71753
C 1.83809 2.01281 1.90387
C 3.23848 2.14508 1.98445
C 3.72912 1.42222 0.92722
N 2.69968 0.86127 0.25263
N 1.53663 1.23052 0.88217
B 2.58537 0.78224 -1.30762
N 1.78817 2.06687 -1.72626
C 2.18267 3.29947 -2.06228
C 1.09417 4.14977 -1.99554
C 0.03660 3.34021 -1.56549
C -1.38723 3.71578 -1.32353
N 0.46942 2.09130 -1.40459
N 1.70570 -0.37647 -1.80563
C 2.01711 -1.71021 -1.71828
C 1.47696 -2.34592 -2.79131
C 0.85819 -1.31304 -3.55006
C 0.10932 -1.44728 -4.83739
N 1.01534 -0.14545 -2.98746
N 3.95450 0.75840 -1.97164
C 4.22419 1.13312 -3.24107
C 5.51957 0.76824 -3.52367
C 5.96814 0.13993 -2.34539
C 7.29473 -0.48839 -2.06797
N 5.02078 0.13403 -1.42226
H 1.14983 2.88684 3.71998
H -0.08785 2.03104 2.80507
H 0.50897 3.62176 2.24031
H 3.79454 2.67910 2.73402
H 4.73688 1.24082 0.59830
H 3.20743 3.49238 -2.33037
H 1.06306 5.20002 -2.22323
H -1.44843 4.74608 -0.97398
H -1.85400 3.06552 -0.58296
H -1.96257 3.63771 -2.24867
H 2.59273 -2.09496 -0.89048
H 1.49931 -3.39986 -3.00640
H 0.68125 -1.02160 -5.66418
H -0.84514 -0.92429 -4.77994
H -0.09139 -2.49424 -5.05851
H 3.46895 1.59653 -3.85297
H 6.05764 0.92011 -4.44324
H 8.11111 0.11986 -2.45977
H 7.36720 -1.47586 -2.52807
H 7.43238 -0.60808 -0.99489
C 3.63096 -3.64442 2.65442
N 2.57074 -4.47435 2.12143
C 1.99267 -5.54177 2.77784
C 1.05155 -6.03073 1.94221
N 1.09345 -5.23980 0.81156
C 0.23468 -5.40984 -0.34224
C 2.04560 -4.27463 0.88784
Se 0.68344 -1.79022 1.10694
H 3.45438 -3.45454 3.71300
H 3.60496 -2.69723 2.12038
H 4.60432 -4.12055 2.52051
H 2.26242 -5.82585 3.77906
H 0.33779 -6.82455 2.07179
H 0.67423 -6.11074 -1.05499
H 0.10726 -4.43908 -0.81730
H -0.74290 -5.77095 -0.02285
C -5.49751 2.70059 5.87917
C -4.77416 2.03816 4.74000
C -3.81474 2.72858 4.00931
C -3.10660 2.11169 2.98911
C -3.36684 0.78619 2.69369
C -4.32474 0.07807 3.40465
C -5.02464 0.70844 4.41801
S -2.57560 -0.13205 1.38233
O -3.64513 -0.31374 0.38035
O -1.62293 1.10974 0.81409
O -1.11335 -0.86647 -1.07621
H -5.62440 3.76871 5.70144
H -4.93878 2.58625 6.81066
H -6.48327 2.26056 6.03097
H -3.60717 3.76520 4.24910
H -2.35406 2.65040 2.43205
H -4.52425 -0.95863 3.16405
H -5.77227 0.15538 4.97447
C -3.74542 -5.56345 0.57429
C -2.89892 -4.66439 1.20770
C -2.47829 -3.51677 0.55110
C -2.88810 -3.24157 -0.75427
C -3.72112 -4.16906 -1.38127
C -4.15573 -5.31365 -0.72657
Si -2.28396 -1.78100 -1.76328
C -3.57644 -0.70457 -2.59422
C -4.52822 -1.22153 -3.47059
C -5.44865 -0.40161 -4.10822
C -5.42777 0.96656 -3.88651
C -4.47715 1.50521 -3.03072
C -3.56628 0.67588 -2.39548
H -4.08116 -6.45492 1.09053
H -2.55831 -4.85053 2.21931
H -1.79760 -2.84630 1.05583
H -4.03575 -4.01539 -2.40781
H -4.80963 -6.01154 -1.23594
H -1.65125 -2.48614 -2.92056
H -4.55761 -2.28516 -3.67783
H -6.17994 -0.83221 -4.78138
H -6.14868 1.61042 -4.37579
H -4.45306 2.57334 -2.84992
H -2.83811 1.10727 -1.71931
F 1.78888 0.93538 5.12107
C 1.47362 -0.35222 4.84546
F 1.89868 -1.07880 5.90447
F 2.21761 -0.70863 3.79989
C -0.06610 -0.50090 4.53460
O -0.37205 -0.17301 3.30459
C -0.83419 0.37615 5.59194
F -0.32858 0.31949 6.84476
F -2.12217 -0.00266 5.68002
F -0.83653 1.66876 5.23882
C -0.44772 -2.00798 4.81917
F 0.48327 -2.84210 4.31452
F -0.58127 -2.32558 6.12869
F -1.60649 -2.31933 4.22656